Entry 1:
Density functional theory data (wB97M-V/def2-TZVPD) for a structure of composition C31H30CdN13O7S2Se.

The geometry in XYZ format:
```
85
C31H30CdN13O7S2Se (wB97M-V/def2-TZVPD)
Cd 0.1659 -0.3737 -0.5781
N -0.5751 -4.4711 1.1940
C -0.5506 -3.3382 0.4020
S 1.0378 -2.7946 -0.0718
N -1.7119 -2.8550 0.0877
N -1.6465 -1.7749 -0.7643
C -2.7423 -1.4361 -1.3290
C -2.8486 -0.4004 -2.3401
C -4.1316 0.0486 -2.6713
C -4.3607 0.9791 -3.6635
C -3.2604 1.4574 -4.3836
C -1.9877 1.0222 -4.1037
C -1.7069 0.0857 -3.0647
O -0.5004 -0.2573 -2.8169
H 0.2821 -4.6709 1.6811
H -1.4333 -4.6227 1.6976
H -3.6530 -1.9811 -1.0617
H -4.9706 -0.3576 -2.1140
H -5.3636 1.3128 -3.8924
H -3.4138 2.1801 -5.1772
H -1.1358 1.3932 -4.6608
N 1.0898 -0.9093 2.6749
N 1.1610 0.0681 3.6666
C 1.8332 1.2235 3.4377
N 1.5271 2.2448 4.2568
N 2.7656 1.1833 2.4992
N 3.3970 2.3300 2.1905
O 3.1741 3.3990 2.7735
O 4.2492 2.2364 1.3276
H 0.1899 -0.8495 2.1996
H 1.2206 -1.8233 3.0894
H 0.4143 0.1322 4.3502
H 0.6399 2.2270 4.7330
H 1.9446 3.1303 3.9920
Se 4.5357 5.2969 -4.1205
N 4.9270 3.7308 -3.3620
C 3.8179 3.2529 -2.8625
C 3.7290 1.9826 -2.1522
C 4.8432 1.1739 -1.9308
C 4.6870 -0.0014 -1.2355
C 3.4135 -0.3465 -0.7900
N 2.3516 0.4060 -1.0167
C 2.4888 1.5626 -1.6705
C 1.2812 2.3944 -1.8528
N 0.1398 1.9419 -1.3353
C -0.9608 2.6540 -1.4813
C -0.9902 3.8754 -2.1516
C 0.1831 4.3645 -2.6759
C 1.3503 3.6152 -2.5270
C 2.6357 4.0645 -3.0480
N 2.8072 5.1891 -3.6920
H 5.8076 1.4987 -2.2972
H 5.5250 -0.6471 -1.0193
H 3.2397 -1.2533 -0.2247
H -1.8656 2.2354 -1.0565
H -1.9242 4.4086 -2.2549
H 0.2268 5.3097 -3.2008
C -5.0715 -3.6715 1.6354
C -4.5924 -2.5387 2.4972
C -3.5197 -2.7081 3.3648
C -3.0688 -1.6660 4.1537
C -3.6961 -0.4325 4.0698
C -4.7671 -0.2351 3.2128
C -5.2059 -1.2904 2.4305
S -3.1208 0.8920 5.0839
O -2.5926 0.3042 6.2817
O -4.1361 1.9059 5.1614
N -1.8296 1.5281 4.2537
C -2.0391 2.7127 3.3930
C -2.3112 2.3053 1.9534
C -1.1214 1.4462 1.5052
O -0.0183 2.0019 1.4096
O -1.3596 0.2140 1.3241
H -4.7616 -4.6330 2.0390
H -4.6498 -3.5787 0.6346
H -6.1583 -3.6670 1.5511
H -3.0355 -3.6737 3.4299
H -2.2538 -1.8070 4.8495
H -5.2480 0.7312 3.1726
H -6.0429 -1.1457 1.7587
H -1.4249 0.7787 3.6942
H -1.1079 3.2802 3.4105
H -2.8299 3.3173 3.8295
H -2.3594 3.2014 1.3328
H -3.2443 1.7482 1.8677
```

Summary:
E_LUMO	1.27	eV
total charge	-1
Kohn-Sham gap	5.7	eV
calculated total energy	-5803.458822	Ha
energy above the lowest of the compared OMol25 structures with the same formula, charge and spin	29.8	kJ/mol

Results of the Mulliken charge analysis, in e, for atoms 1 through 5:
1 Cd 2.510
2 N -0.509
3 C 0.186
4 S -0.519
5 N -0.844

Entry 2:
Density functional theory data (wB97M-V/def2-TZVPD) for a structure of composition C19H40P2Re at a distorted geometry.

The geometry in XYZ format:
```
62
C19H40P2Re (wB97M-V/def2-TZVPD)
P -2.2788 0.5748 -1.5113
P 1.6420 0.3864 -2.3642
C -1.0563 1.1454 -2.8817
C 0.0165 0.1389 -3.2870
H -0.6598 2.1397 -2.6207
H -1.7190 1.3009 -3.7470
H -0.3494 -0.8909 -3.1057
H 0.2377 0.2780 -4.3663
C 2.5259 1.7731 -3.2299
H 3.5824 1.7215 -2.9185
H 2.0662 2.7349 -2.9577
H 2.4736 1.6517 -4.3254
C 2.4909 -0.9930 -3.3745
H 2.6531 -0.7760 -4.4376
H 1.9757 -1.9553 -3.2576
H 3.4664 -1.1307 -2.8906
C -3.3847 2.1287 -1.6206
H -4.1941 2.1147 -0.8720
H -3.8584 2.1715 -2.6182
H -2.8149 3.0668 -1.5223
C -3.2999 -0.2067 -2.9514
H -2.6648 -0.9119 -3.5159
H -3.6077 0.5979 -3.6706
H -4.1696 -0.7549 -2.5446
Re -0.9713 1.2447 2.1608
C 2.4527 -1.3545 -0.4173
C 2.6991 -0.1123 -0.9833
C 1.0881 1.9425 -0.0756
C -0.1220 1.4560 0.4264
C -1.9062 -1.4546 -0.9905
C -1.2210 -2.5667 -1.2545
C 0.2667 -2.7368 -1.0146
C 1.0481 -1.8100 0.0039
C -2.2776 -0.1880 2.9988
H 3.2557 -2.1623 -0.3323
H 3.4337 0.6586 -0.7208
H 1.0877 2.5591 -0.9808
H 2.0052 1.8243 0.5069
H -0.9952 2.4914 3.3471
H -1.0643 1.2645 -0.1962
H -1.7709 -1.1849 0.1082
H -1.6798 -3.5004 -1.6550
H 0.6175 -2.6730 -2.0540
H 0.4458 -3.7644 -0.6325
H 0.3818 -0.9858 0.3672
H 1.2112 -2.5257 0.8458
H -1.9865 -1.2579 3.1638
H -3.2223 -0.2630 2.4191
H -2.5665 0.1420 4.0251
C 0.7614 0.9979 5.6710
C 1.0506 -0.0314 4.5943
C 0.5316 -1.4070 4.9897
C 0.6169 0.3682 3.1107
H -0.3096 1.1216 5.8675
H 1.2031 1.9712 5.4307
H 1.1878 0.6539 6.6259
H 2.1506 -0.1254 4.5287
H -0.5559 -1.4726 4.9092
H 0.9596 -2.2126 4.3815
H 0.8021 -1.6213 6.0320
H 0.8447 -0.5659 2.5724
H 1.4743 0.9752 2.8119
```

Summary:
E_LUMO (spin up / spin down)	-7.85 / -8.05	eV
total charge	+2
Kohn-Sham gap (spin up / spin down)	5.3 / 5.0	eV
calculated total energy	-1507.787642	Ha
energy above the lowest of the compared OMol25 structures with the same formula, charge and spin	898.4	kJ/mol
2S+1	4

Results of the natural (NBO) charge analysis, in e, for atoms 1 through 5:
1 P 0.824
2 P 1.356
3 C -0.687
4 C -0.662
5 H 0.218

Entry 3:
Density functional theory data (wB97M-V/def2-TZVPD) for an isolated molecule of C5H8N2 at a distorted geometry.

The geometry in XYZ format:
```
15
C5H8N2 (wB97M-V/def2-TZVPD)
C -0.2275 -0.9807 1.0277
C 0.2781 0.0898 0.0851
C 1.0383 1.2230 0.7452
N 0.8103 -0.2991 -1.2141
C -0.4885 0.3810 -1.1683
C -1.6930 -0.3660 -1.4682
N -2.6450 -0.9772 -1.7147
H -0.9185 -0.5510 1.7609
H 0.6124 -1.4241 1.5742
H -0.7568 -1.7777 0.4955
H 2.0820 0.9267 0.8889
H 1.0294 2.1278 0.1311
H 0.6098 1.4663 1.7225
H 0.6789 -1.2955 -1.3785
H -0.4849 1.3903 -1.5736
```

Summary:
E_LUMO	0.89	eV
Kohn-Sham gap	10.9	eV
calculated total energy	-304.790410	Ha
energy above the lowest of the compared OMol25 structures with the same formula, charge and spin	118.4	kJ/mol

Results of the natural (NBO) charge analysis, in e, for atoms 1 through 5:
1 C -0.628
2 C 0.120
3 C -0.610
4 N -0.552
5 C -0.206

Entry 4:
Density functional theory data (wB97M-V/def2-TZVPD) for a structure of composition C23H23PSbV at a distorted geometry.

The geometry in XYZ format:
```
49
C23H23PSbV (wB97M-V/def2-TZVPD)
C -0.2175 -0.8502 -4.4044
C -0.9854 0.3332 -4.2607
C -0.0934 1.4277 -4.0728
C 1.2468 0.9302 -4.0928
C 1.1990 -0.4716 -4.2963
V 1.4604 -1.5698 0.5740
P 0.7193 -3.1302 -1.2728
H -0.5998 -1.8546 -4.5621
H -2.0737 0.4007 -4.2919
H -0.3759 2.4684 -3.9279
H 2.0478 -1.1457 -4.3546
H 2.1509 1.5282 -3.9817
H 1.6239 -3.5744 -2.2901
H -0.3629 -2.6802 -2.0979
H 0.2517 -4.4189 -0.8135
C -0.7428 4.3934 3.3971
C 0.2522 4.5057 2.4160
C 0.3197 3.5670 1.3773
C -0.5655 2.4838 1.3554
C -1.5718 2.3755 2.3178
C -1.6572 3.3310 3.3429
Sb -0.3355 1.0042 -0.2437
C 1.7388 0.3981 0.3856
C 2.5767 -0.2183 -0.5625
C 3.4083 -1.2610 -0.1691
C 3.4758 -1.6478 1.1660
C 2.7899 -0.9154 2.1309
C 1.9483 0.1248 1.7553
C -1.5374 -0.6826 0.5239
C -1.1466 -1.7265 1.3886
C -2.1141 -2.6213 1.8595
C -3.4379 -2.5386 1.4225
C -3.7984 -1.5587 0.4956
C -2.8397 -0.6547 0.0158
H -0.8071 5.1335 4.1972
H 0.9749 5.3249 2.4514
H 1.0678 3.6933 0.5920
H -2.2949 1.5571 2.2772
H -2.4418 3.2453 4.0978
H 2.5176 0.0633 -1.6086
H 3.9841 -1.8071 -0.9103
H 4.0570 -2.5131 1.4735
H 2.9012 -1.1847 3.1796
H 1.3875 0.6754 2.5136
H -0.1134 -1.8640 1.7535
H -1.8383 -3.4124 2.5527
H -4.1788 -3.2380 1.8074
H -4.8269 -1.4957 0.1369
H -3.1429 0.0709 -0.7435
```

Summary:
E_LUMO (spin up / spin down)	-0.77 / -1.18	eV
Kohn-Sham gap (spin up / spin down)	4.5 / 4.1	eV
calculated total energy	-2415.581010	Ha
2S+1	3

Results of the natural (NBO) charge analysis, in e, for atoms 1 through 5:
1 C -0.384
2 C -0.353
3 C -0.360
4 C -0.367
5 C -0.392

Entry 5:
Density functional theory data (wB97M-V/def2-TZVPD) for an isolated molecule of C3H4N4O at a distorted geometry.

The geometry in XYZ format:
```
12
C3H4N4O (wB97M-V/def2-TZVPD)
C 2.4606 -0.9110 0.0580
C -0.6862 0.3172 0.1420
C -2.1234 0.1240 -0.0366
H 2.3197 -1.8583 -0.4721
H 2.7854 -1.0681 1.0522
H 3.1676 -0.2609 -0.4183
H -2.5403 0.9990 -0.4273
N 1.2476 -0.1422 -0.1270
N 1.1734 1.1711 -0.0424
N -0.0661 1.4708 0.0835
N 0.0727 -0.6964 -0.0609
O -2.5790 -0.9520 0.0391
```

Summary:
E_LUMO	0.34	eV
Kohn-Sham gap	10.7	eV
calculated total energy	-410.906434	Ha
energy above the lowest of the compared OMol25 structures with the same formula, charge and spin	254.3	kJ/mol

Results of the natural (NBO) charge analysis, in e, for atoms 1 through 5:
1 C -0.412
2 C 0.122
3 C 0.407
4 H 0.235
5 H 0.222